Here is 3 unconnected molecules or ions with the total composition C3H11NO2 at a distorted geometry from the Open Molecules 2025 dataset. Energies are from wB97M-V/def2-TZVPD.

Each line ends with the Mulliken charge.
CARTESIAN COORDINATES (ANGSTROEM)
C 1.212 -0.873 0.241  -1.003
C 0.381 -0.073 0.902  0.817
C 0.632 1.211 1.594  -1.129
N -1.003 -0.367 0.852  -0.415
H 1.047 -1.825 -0.210  0.139
H 2.220 -0.566 0.012  0.213
H 0.662 1.104 2.679  0.285
H -0.161 1.907 1.337  0.404
H 1.585 1.663 1.319  0.295
H -1.713 0.284 1.128  0.184
H -1.299 -1.328 0.816  0.197
O -0.345 -2.344 -2.119  -0.640
H -1.039 -1.790 -1.735  0.319
H 0.116 -2.650 -1.332  0.344
O -0.560 2.380 -0.939  -0.653
H -0.552 1.409 -0.998  0.319
H 0.386 2.458 -1.137  0.324

Properties
- SMILES = C=C(C)N.O.O
- max |F| (hartree/bohr) = 0.043
- HOMO-LUMO gap (eV) = 9.2
- LUMO energy (eV) = 0.668
- calculated total energy (eV) = -8873.49283

Here is 2 unconnected molecules or ions with the total composition C3H11NO2S at a distorted geometry from the Open Molecules 2025 dataset. Energies are from wB97M-V/def2-TZVPD.

Each line ends with the Mulliken charge.
CARTESIAN COORDINATES (ANGSTROEM)
N -0.695 0.535 -0.234  -0.556
C -0.092 -0.829 -0.145  0.333
C -0.339 -1.365 1.285  -0.540
O -1.783 -1.295 1.426  -0.541
C 1.226 -1.062 -0.789  -0.970
S 1.274 -0.887 -2.647  -0.198
H -0.239 1.457 -0.226  0.308
H -1.474 0.577 -0.930  0.178
H -0.826 -1.453 -0.695  0.269
H 0.267 -0.703 1.896  0.265
H 0.206 -2.313 1.375  0.347
H -2.081 -0.453 1.090  0.332
H 1.666 -2.063 -0.740  0.370
H 2.018 -0.351 -0.448  0.353
H 1.318 0.425 -2.594  0.103
O -0.136 3.331 0.389  -0.678
H -0.482 2.545 0.863  0.295
H 0.172 3.904 1.124  0.330

Properties
- SMILES = N[C@H](CO)CS.O
- max |F| (hartree/bohr) = 0.056
- HOMO-LUMO gap (eV) = 9.8
- LUMO energy (eV) = 0.601
- calculated total energy (eV) = -19708.47657

Here is 2 unconnected molecules or ions with the total composition C3H11NO2S2 at a distorted geometry from the Open Molecules 2025 dataset. Energies are from wB97M-V/def2-TZVPD.

Each line ends with the Mulliken charge.
CARTESIAN COORDINATES (ANGSTROEM)
N -0.850 0.745 0.525  -0.508
C 0.356 -0.075 0.415  0.192
C 1.272 0.153 1.655  -0.743
O 1.719 1.496 1.645  -0.505
C 0.020 -1.534 0.176  -1.160
S -0.823 -1.753 -1.453  -0.091
S -2.782 -1.669 -1.217  -0.190
H -0.589 1.727 0.475  0.270
H -1.252 0.543 1.440  0.282
H 0.985 0.214 -0.428  0.483
H 0.723 -0.033 2.576  0.374
H 2.109 -0.554 1.617  0.332
H 2.128 1.640 0.770  0.332
H -0.605 -2.020 0.927  0.434
H 0.904 -2.174 0.132  0.385
H -3.139 -0.388 -1.079  0.138
O 0.291 1.303 -2.827  -0.626
H -0.239 1.810 -2.233  0.301
H -0.228 0.568 -3.115  0.299

Properties
- SMILES = N[C@@H](CO)CSS.O
- max |F| (hartree/bohr) = 0.034
- HOMO-LUMO gap (eV) = 9.6
- LUMO energy (eV) = 0.626
- calculated total energy (eV) = -30544.69147

Here is 3 unconnected molecules or ions with the total composition C3H11NO3 at a distorted geometry from the Open Molecules 2025 dataset. Energies are from wB97M-V/def2-TZVPD.

Each line ends with the Mulliken charge.
CARTESIAN COORDINATES (ANGSTROEM)
N 0.499 -2.078 1.140  -0.600
C -0.566 -1.115 1.387  -0.609
C -0.774 0.176 0.440  -0.395
C 0.464 1.158 0.392  0.262
O 1.303 1.547 1.159  -0.476
H 0.013 -2.922 0.670  0.283
H 1.194 -1.743 0.346  0.292
H -1.597 -1.625 1.447  0.306
H -0.378 -0.742 2.415  0.273
H -1.874 0.512 0.960  0.257
H -1.083 -0.183 -0.624  0.265
H 0.593 1.257 -0.742  0.147
O 1.236 -1.642 -2.389  -0.638
H 1.990 -1.021 -2.645  0.323
H 1.795 -2.420 -2.566  0.314
O -0.654 3.722 -0.260  -0.613
H -0.696 3.847 -1.135  0.290
H -1.464 3.272 0.003  0.321

Properties
- SMILES = NCCC=O.O.O
- max |F| (hartree/bohr) = 0.102
- HOMO-LUMO gap (eV) = 9.7
- LUMO energy (eV) = 0.433
- calculated total energy (eV) = -10919.38709

Here is 3 unconnected molecules or ions with the total composition C3H11NO3 at a distorted geometry from the Open Molecules 2025 dataset. Energies are from wB97M-V/def2-TZVPD.

Each line ends with the Mulliken charge.
CARTESIAN COORDINATES (ANGSTROEM)
C -0.645 -1.086 0.020  -0.849
N -1.870 -0.438 -0.401  -0.146
C -2.077 0.924 -0.520  0.607
C -0.820 1.742 -0.520  -0.932
O -3.217 1.302 -0.742  -0.630
H -0.813 -2.157 0.010  0.301
H -0.291 -0.640 0.950  0.269
H 0.223 -0.919 -0.636  0.312
H -2.631 -0.971 -0.785  0.243
H -0.935 2.808 -0.335  0.303
H -0.162 1.425 0.288  0.243
H -0.224 1.633 -1.424  0.279
O 3.332 -2.473 -2.885  -0.646
H 4.049 -2.631 -2.283  0.320
H 2.587 -3.105 -2.814  0.325
O 0.907 1.261 3.925  -0.637
H 0.769 2.006 4.539  0.319
H 1.818 1.318 3.610  0.319

Properties
- SMILES = CNC(C)=O.O.O
- max |F| (hartree/bohr) = 0.031
- HOMO-LUMO gap (eV) = 9.8
- LUMO energy (eV) = 0.523
- calculated total energy (eV) = -10921.81886

Here is 4 unconnected molecules or ions with the total composition C3H11NO3 at a distorted geometry from the Open Molecules 2025 dataset. Energies are from wB97M-V/def2-TZVPD.

Each line ends with the Mulliken charge.
CARTESIAN COORDINATES (ANGSTROEM)
C -0.195 2.505 -0.805  -0.745
C 0.083 1.257 -1.168  0.076
N -0.482 0.043 -0.722  -0.414
C -1.083 0.062 0.393  -0.338
H -1.076 2.787 -0.246  0.312
H 0.456 3.304 -1.113  0.232
H 1.017 1.179 -1.721  0.313
H -1.460 -0.868 0.813  0.311
H -1.052 0.906 1.085  0.223
O -1.947 -2.687 -1.665  -0.659
H -1.882 -1.731 -1.565  0.345
H -1.154 -2.995 -1.217  0.306
O 2.576 -0.508 -0.176  -0.631
H 1.649 -0.514 -0.462  0.346
H 2.856 -1.423 -0.318  0.321
O 0.318 -0.155 3.062  -0.638
H 1.280 -0.128 3.113  0.326
H 0.097 -1.033 2.712  0.315

Properties
- SMILES = C=CN=C.O.O.O
- max |F| (hartree/bohr) = 0.033
- HOMO-LUMO gap (eV) = 10.0
- LUMO energy (eV) = 0.111
- calculated total energy (eV) = -10920.27846

Here is 3 unconnected molecules or ions with the total composition C3H11NO3 at a distorted geometry from the Open Molecules 2025 dataset. Energies are from wB97M-V/def2-TZVPD.

Each line ends with the Mulliken charge.
CARTESIAN COORDINATES (ANGSTROEM)
C -1.515 0.802 -0.211  -0.945
C -0.311 0.872 -1.108  0.418
N -0.343 1.967 -2.250  -0.612
C 0.989 1.087 -0.331  -0.218
O 1.462 0.267 0.476  -0.438
H -2.548 0.378 -0.629  0.305
H -1.731 1.601 0.633  0.282
H -1.456 -0.072 0.441  0.128
H -0.360 0.027 -1.667  0.353
H -0.569 2.942 -1.984  0.210
H -0.793 1.602 -3.104  0.226
H 1.618 2.031 -0.362  0.339
O -0.727 -1.506 2.137  -0.603
H -0.093 -2.117 2.262  0.308
H -0.737 -0.882 2.872  0.295
O 0.797 -2.693 0.581  -0.722
H 0.218 -1.896 0.600  0.363
H 1.611 -2.490 1.026  0.311

Properties
- SMILES = C[C@@H](N)C=O.O.O
- max |F| (hartree/bohr) = 0.111
- HOMO-LUMO gap (eV) = 10.2
- LUMO energy (eV) = 0.683
- calculated total energy (eV) = -10919.82390

Here is 3 unconnected molecules or ions with the total composition C3H11NO3 at a distorted geometry from the Open Molecules 2025 dataset. Energies are from wB97M-V/def2-TZVPD.

Each line ends with the Mulliken charge.
CARTESIAN COORDINATES (ANGSTROEM)
C -1.581 -0.410 -1.579  -1.201
C -1.180 -0.803 -0.169  -0.300
C 0.253 -0.281 0.215  0.509
N 0.312 0.026 1.538  -0.371
O 1.125 -0.270 -0.618  -0.584
H -2.563 -0.762 -1.821  0.369
H -1.459 0.643 -1.752  0.313
H -0.903 -0.836 -2.364  0.271
H -1.275 -1.840 0.143  0.307
H -1.772 -0.147 0.474  0.264
H 1.084 0.559 1.912  0.229
H -0.279 -0.305 2.275  0.204
O 3.221 5.785 -1.107  -0.645
H 3.373 5.271 -1.897  0.324
H 3.194 6.734 -1.151  0.321
O -0.850 -4.574 1.980  -0.643
H -0.349 -4.308 2.747  0.314
H -0.351 -4.483 1.174  0.318

Properties
- SMILES = CCC(N)=O.O.O
- max |F| (hartree/bohr) = 0.061
- HOMO-LUMO gap (eV) = 10.3
- LUMO energy (eV) = 0.591
- calculated total energy (eV) = -10921.83577

Here is 3 unconnected molecules or ions with the total composition C3H11NO3 at a distorted geometry from the Open Molecules 2025 dataset. Energies are from wB97M-V/def2-TZVPD.

Each line ends with the Mulliken charge.
CARTESIAN COORDINATES (ANGSTROEM)
C 0.710 -0.705 1.854  -1.121
C -0.289 0.378 1.424  -0.195
C 0.310 1.156 0.267  0.445
N 0.641 2.455 0.446  -0.395
O 0.309 0.602 -0.821  -0.554
H 1.185 -1.217 1.018  0.286
H 1.428 -0.252 2.523  0.346
H 0.246 -1.492 2.455  0.316
H -0.438 1.003 2.305  0.305
H -1.200 0.006 0.978  0.172
H 0.570 2.929 1.332  0.193
H 0.971 2.954 -0.364  0.240
O 1.032 -2.129 -1.551  -0.587
H 0.317 -1.641 -1.980  0.297
H 1.754 -2.240 -2.173  0.294
O -2.486 -1.099 -1.175  -0.667
H -1.589 -0.920 -0.877  0.299
H -2.925 -0.298 -1.471  0.328

Properties
- SMILES = CCC(N)=O.O.O
- max |F| (hartree/bohr) = 0.027
- HOMO-LUMO gap (eV) = 10.7
- LUMO energy (eV) = 0.707
- calculated total energy (eV) = -10922.46347

Here is 4 unconnected molecules or ions with the total composition C3H11NO3 at a distorted geometry from the Open Molecules 2025 dataset. Energies are from wB97M-V/def2-TZVPD.

Each line ends with the Mulliken charge.
CARTESIAN COORDINATES (ANGSTROEM)
C 1.882 -0.334 -0.048  0.652
C 1.809 0.548 1.035  -0.939
C 0.548 -0.826 -0.527  0.119
N 1.496 0.073 -1.350  -0.399
H 2.755 -0.971 0.059  0.367
H 1.623 1.600 0.935  0.454
H 2.253 0.262 1.989  0.340
H -0.361 -0.336 -0.173  -0.303
H 0.418 -1.725 -1.108  0.287
H 1.163 1.041 -1.275  0.276
H -2.226 0.362 -2.470  0.271
O -1.468 -0.028 -2.042  -0.750
H -1.564 0.404 1.468  0.415
H -0.138 0.961 1.631  0.360
O -0.944 0.911 2.112  -0.672
H -1.947 -0.302 -1.125  0.376
H -3.012 -1.011 0.667  0.142
O -2.287 -0.628 0.222  -0.997

Properties
- max |F| (hartree/bohr) = 0.076
- HOMO-LUMO gap (eV) = 4.4
- LUMO energy (eV) = -3.938
- calculated total energy (eV) = -10915.30880

Here is 3 unconnected molecules or ions with the total composition C3H11NO3S at a distorted geometry from the Open Molecules 2025 dataset. Energies are from wB97M-V/def2-TZVPD.

Each line ends with the Mulliken charge.
CARTESIAN COORDINATES (ANGSTROEM)
C -0.782 2.366 -0.134  -0.500
C 0.086 2.734 1.075  -0.621
S -0.021 4.573 1.504  -0.760
N -1.358 1.000 -0.105  -0.465
C -0.452 -0.122 0.176  -0.270
O 0.374 -0.380 -0.933  -0.593
H -1.667 3.000 -0.103  0.381
H -0.164 2.433 -1.030  0.213
H 1.133 2.468 0.963  0.244
H -0.337 2.332 1.995  0.159
H -1.994 0.964 0.692  0.250
H -1.102 -0.973 0.375  0.288
H 0.221 0.104 1.010  0.216
H 1.031 -3.851 -1.267  0.466
H 0.507 -5.230 -1.699  0.259
O 1.205 -4.607 -1.927  -0.735
H 0.757 -1.329 -0.740  0.422
H 1.729 -2.693 0.227  0.206
O 0.832 -2.789 -0.079  -1.158

Properties
- max |F| (hartree/bohr) = 0.035
- HOMO-LUMO gap (eV) = 5.9
- LUMO energy (eV) = 5.848
- net charge = -2
- calculated total energy (eV) = -21756.29527

Here is 3 unconnected molecules or ions with the total composition C3H11NO3S at a distorted geometry from the Open Molecules 2025 dataset. Energies are from wB97M-V/def2-TZVPD.

Each line ends with the Mulliken charge.
CARTESIAN COORDINATES (ANGSTROEM)
O -1.548 1.388 -1.517  -0.558
C -0.558 0.812 -1.144  0.101
N -0.522 -0.523 -0.825  -0.214
C 0.351 -1.027 0.223  -0.570
C 0.013 -0.616 1.677  -0.574
S -0.498 1.068 1.930  -0.246
H 0.434 1.269 -1.114  0.337
H -1.475 -0.867 -0.762  0.251
H 1.394 -0.849 -0.046  0.313
H 0.288 -2.104 0.212  0.296
H 0.926 -0.755 2.262  0.320
H -0.642 -1.392 2.059  0.392
H -1.832 0.968 1.986  0.150
O 1.451 -4.696 0.197  -0.617
H 1.822 -4.883 1.070  0.311
H 1.717 -5.471 -0.321  0.309
O -0.761 6.015 -1.835  -0.638
H -0.425 5.126 -1.708  0.319
H -0.136 6.536 -2.344  0.319

Properties
- SMILES = O=CNCCS.O.O
- max |F| (hartree/bohr) = 0.024
- HOMO-LUMO gap (eV) = 9.7
- LUMO energy (eV) = 0.444
- calculated total energy (eV) = -21756.92143

Here is 4 unconnected molecules or ions with the total composition C3H11NO3S at a distorted geometry from the Open Molecules 2025 dataset. Energies are from wB97M-V/def2-TZVPD.

Each line ends with the Mulliken charge.
CARTESIAN COORDINATES (ANGSTROEM)
O -2.240 0.215 -1.061  -0.495
C -1.212 -0.114 -1.595  0.152
N -0.120 0.721 -1.853  -0.142
C 1.122 0.178 -1.379  -0.467
C 1.356 0.251 0.148  0.179
S 1.688 1.797 0.927  -0.122
H -1.034 -1.121 -2.061  0.362
H 0.570 -2.463 0.362  0.184
H 1.963 0.571 -1.990  0.354
H 1.120 -0.905 -1.603  0.237
H 2.253 -0.380 0.276  0.321
H 0.602 -0.297 0.736  -0.246
H 1.007 2.541 0.010  0.169
H -1.971 1.254 0.398  0.324
H -1.705 0.666 1.784  0.315
O -1.823 1.509 1.312  -0.646
H -0.370 -1.639 1.151  -0.177
H -0.323 -1.651 2.530  0.399
O -0.881 -1.132 1.908  -0.702

Properties
- max |F| (hartree/bohr) = 0.067
- HOMO-LUMO gap (eV) = 4.4
- LUMO energy (eV) = -4.825
- calculated total energy (eV) = -21749.21931

Here is 3 unconnected molecules or ions with the total composition C3H11NO4 at a distorted geometry from the Open Molecules 2025 dataset. Energies are from wB97M-V/def2-TZVPD.

Each line ends with the Mulliken charge.
CARTESIAN COORDINATES (ANGSTROEM)
N 0.256 -0.298 -1.314  -0.313
C 0.415 -0.712 -0.027  0.442
O 1.237 -1.595 0.211  -0.666
C -0.320 -0.050 1.088  -0.493
C 0.492 1.210 1.533  -0.375
O -0.270 2.408 1.409  -0.518
H 0.850 -0.720 -2.012  0.224
H -0.262 0.487 -1.683  0.162
H -1.302 0.355 0.825  0.376
H -0.500 -0.747 1.900  0.288
H 0.610 1.136 2.615  0.258
H 1.428 1.307 0.996  0.308
H -0.599 2.539 0.507  0.277
O 0.356 -4.229 -0.393  -0.619
H 0.446 -3.517 -1.032  0.313
H 0.632 -3.837 0.442  0.334
O -1.636 2.864 -1.757  -0.603
H -1.698 3.818 -1.844  0.295
H -1.987 2.423 -2.533  0.310

Properties
- SMILES = NC(=O)CCO.O.O
- max |F| (hartree/bohr) = 0.028
- HOMO-LUMO gap (eV) = 10.2
- LUMO energy (eV) = 0.099
- calculated total energy (eV) = -12969.62064

Here are the calculated E_HOMO numbers, same order: -8.532, -9.206, -9.007, -9.262, -9.291, -9.854, -9.495, -9.660, -9.957, -8.335, -0.088, -9.212, -9.195, -10.086 (eV).